[1]
{"formula": "C5H8N2", "method": "ωB97M-V with the def2-TZVPD basis set", "homo_energy_ev": -8.80, "gap_ha": 0.36010, "spin_multiplicity": 1, "species": ["H", "N", "H", "H", "N", "C", "C", "H", "H", "C", "C", "C", "H", "H", "H"], "coordinates": [[1.42042, -0.32912, -2.72594], [-0.99808, -0.53161, -1.17582], [-0.93868, 2.09742, 1.73671], [2.13517, -1.41563, -1.50401], [0.32006, -0.57384, -0.96134], [1.20312, -1.09254, -1.97398], [-0.48764, 0.36709, 0.83888], [-2.57116, 0.22196, -0.02778], [0.71709, -1.94497, -2.44815], [-1.49928, 0.05526, -0.09589], [-0.62633, 1.13367, 2.11134], [0.67055, -0.01777, 0.22113], [-1.36903, 0.71665, 2.80783], [0.32234, 1.24391, 2.65694], [1.70142, 0.06951, 0.54009]], "atomic_forces_ev_per_a": [[0.0, -0.1, 0.0], [0.1, 0.1, 0.1], [-0.2, 0.7, 0.7], [-0.1, 0.0, -0.1], [0.1, 0.0, -0.1], [0.1, -0.1, -0.1], [-0.1, 0.0, 0.1], [0.3, -0.1, 0.0], [0.1, 0.1, 0.0], [-0.1, -0.2, 0.0], [0.1, -0.1, 0.0], [0.1, -0.3, 0.0], [0.2, 0.2, -0.3], [-0.3, -0.1, -0.3], [-0.2, -0.1, -0.1]], "lowdin_charge": [0.087, 0.066, 0.072, 0.086, -0.235, -0.029, -0.294, 0.108, 0.086, -0.122, -0.062, -0.049, 0.080, 0.078, 0.127]}

---

[2]
{"formula": "C5H8N2", "method": "ωB97M-V with the def2-TZVPD basis set", "homo_energy_ev": -8.77, "gap_ha": 0.35823, "spin_multiplicity": 1, "species": ["C", "C", "C", "H", "H", "H", "H", "H", "C", "N", "H", "C", "H", "N", "H"], "coordinates": [[2.38541, -0.36174, 0.17043], [0.43012, 1.36946, 0.38112], [0.99141, 0.13004, -0.03494], [2.61972, -0.41334, 1.24153], [-2.48698, -1.37902, 0.32194], [-0.14278, -1.49556, -1.09130], [-2.48557, 0.04521, -1.11581], [3.11406, 0.30195, -0.30069], [-2.63546, -0.35740, -0.07830], [-0.86177, 1.44231, 0.13676], [-3.04010, 0.24106, 0.75056], [-0.06838, -0.53579, -0.58864], [0.91393, 2.19068, 0.89088], [-1.15887, 0.25576, -0.40708], [2.51142, -1.36608, -0.24556]], "atomic_forces_ev_per_a": [[0.2, 0.0, -0.1], [0.3, 0.1, 0.0], [0.1, 0.2, -0.1], [0.0, 0.0, -0.2], [-0.1, 0.4, -1.2], [0.0, 0.1, 0.3], [-3.9, -1.5, -0.2], [0.0, -0.1, 0.0], [2.9, 1.3, -0.6], [0.2, -0.4, 0.8], [0.0, 0.2, -1.0], [0.0, -0.1, 0.5], [0.1, 0.0, -0.2], [0.1, -0.6, 1.6], [0.0, 0.2, 0.0]], "lowdin_charge": [-0.064, -0.123, -0.279, 0.079, 0.070, 0.129, 0.096, 0.074, 0.044, 0.047, 0.065, -0.069, 0.106, -0.249, 0.075]}

---

[3]
{"formula": "C5H8N2", "method": "ωB97M-V with the def2-TZVPD basis set", "homo_energy_ev": -6.59, "gap_ha": 0.27817, "spin_multiplicity": 1, "species": ["H", "N", "C", "N", "H", "H", "C", "C", "H", "H", "C", "H", "H", "C", "H"], "coordinates": [[-2.61623, -1.28203, -1.36027], [-0.64565, -1.11101, 0.57841], [-2.07629, -0.35486, -1.28406], [2.28459, 1.03082, 0.72297], [-2.32678, 0.46752, -1.94291], [-0.06020, -0.24269, -1.46807], [0.56812, -0.70067, 1.18270], [1.07348, 0.34869, 0.50599], [1.00626, -1.29122, 1.98051], [2.19511, 2.03717, 0.62975], [-1.05917, -0.22280, -0.40132], [2.68161, 0.82333, 1.63359], [-1.33514, -1.66978, 1.04630], [0.15209, 0.61420, -0.63863], [0.15818, 1.55333, -1.18498]], "atomic_forces_ev_per_a": [[-0.4, 0.0, 0.2], [-0.3, -0.2, -0.1], [-0.9, 0.1, 0.6], [-0.1, 0.0, 0.0], [0.1, -0.2, 0.0], [3.3, 1.4, 0.5], [0.1, 0.3, -0.2], [-0.3, -0.6, -0.1], [-0.2, 0.2, -0.1], [0.0, -0.2, -0.1], [-1.1, -0.2, 0.3], [-0.1, 0.0, -0.2], [0.1, -0.1, 0.1], [0.1, -0.8, -1.2], [-0.4, 0.0, 0.3]], "lowdin_charge": [0.035, 0.040, -0.037, 0.070, 0.045, 0.185, -0.070, -0.329, 0.113, 0.083, -0.434, 0.084, 0.139, -0.047, 0.124]}

---

[4]
{"formula": "C5H8N2", "method": "ωB97M-V with the def2-TZVPD basis set", "homo_energy_ev": -10.58, "gap_ha": 0.37616, "spin_multiplicity": 1, "species": ["C", "H", "H", "H", "N", "C", "C", "H", "H", "H", "C", "N", "C", "H", "H"], "coordinates": [[-1.80823, 0.87652, -0.39973], [-0.85688, -2.83647, -1.31962], [3.50818, 1.63615, -0.39143], [2.65286, 1.14914, 1.07491], [-1.30094, 0.27905, 1.84019], [-1.41181, -0.05489, 0.62166], [2.68627, 1.05093, -0.00175], [-0.88918, -2.08835, 1.03682], [2.82799, 0.01390, -0.26503], [-1.31876, -1.14933, -1.86599], [-1.09744, -1.82200, -1.05136], [-2.14084, 1.70073, -1.12430], [-1.11624, -1.42467, 0.21510], [-1.49259, 1.25737, 2.04955], [1.75761, 1.41192, -0.41901]], "atomic_forces_ev_per_a": [[-0.2, 0.7, -0.2], [0.0, -0.2, 0.0], [0.2, 0.1, -0.1], [0.0, 0.0, 0.2], [0.1, -0.1, 0.3], [0.2, -0.2, 0.6], [0.0, 0.1, 0.1], [0.0, -0.1, 0.0], [0.0, -0.3, -0.1], [0.0, 0.1, -0.1], [0.0, 0.0, 0.1], [0.0, 0.0, -0.2], [0.0, -0.3, -0.3], [-0.1, 0.0, -0.3], [-0.2, 0.1, -0.1]], "lowdin_charge": [-0.179, 0.063, 0.013, 0.014, 0.178, -0.411, -0.042, 0.108, 0.011, 0.063, 0.052, 0.181, -0.130, 0.074, 0.004]}

---

[5]
{"formula": "C5H8N2", "method": "ωB97M-V with the def2-TZVPD basis set", "homo_energy_ev": -9.12, "gap_ha": 0.37794, "spin_multiplicity": 1, "species": ["H", "H", "H", "C", "C", "N", "C", "H", "C", "H", "N", "H", "H", "C", "H"], "coordinates": [[-1.76333, -0.72818, 0.82105], [0.43934, 1.71172, 0.76229], [-2.87115, -0.63074, -0.39433], [-1.42132, 0.77897, -0.51256], [2.19632, -0.10747, -0.14270], [-1.88883, -0.52154, -0.16447], [1.42363, -1.07946, 0.70012], [2.98837, 0.62513, -0.15668], [1.28447, -0.78383, -0.76039], [0.66756, -0.71854, 1.41005], [-1.70834, 2.01688, 0.34495], [-1.43916, 0.94796, -1.58945], [0.74498, -1.03949, -1.65840], [-0.54183, 1.54444, 0.32316], [1.88929, -2.01587, 1.01737]], "atomic_forces_ev_per_a": [[0.0, 0.1, -0.1], [-0.2, 0.0, 0.0], [0.1, 0.0, 0.0], [0.1, -0.1, -0.3], [-0.1, -0.1, -0.2], [-0.2, 0.1, 0.2], [-0.1, -0.2, 0.3], [-0.1, -0.1, 0.0], [0.3, 0.1, 0.0], [0.1, 0.0, -0.2], [0.4, -0.2, 0.1], [0.0, 0.0, 0.2], [0.1, 0.1, 0.1], [-0.4, 0.2, 0.0], [-0.1, 0.1, 0.0]], "lowdin_charge": [0.071, 0.102, 0.072, -0.404, -0.083, 0.044, -0.174, 0.093, -0.084, 0.060, 0.154, 0.119, 0.098, -0.143, 0.075]}

---

[6]
{"formula": "C5H8N2", "method": "ωB97M-V with the def2-TZVPD basis set", "homo_energy_ev": -6.98, "gap_ha": 0.28933, "spin_multiplicity": 1, "species": ["C", "N", "N", "C", "H", "C", "H", "H", "C", "H", "H", "H", "H", "H", "C"], "coordinates": [[-0.48239, -0.93473, -0.29717], [-1.83678, -0.81155, 0.09147], [1.90976, -1.34617, -0.13784], [0.34816, 0.30558, -0.30697], [-0.22349, 1.97425, 0.92207], [1.73064, -0.05974, -0.54573], [2.52584, 0.56935, -0.91527], [-1.96155, -0.29378, 0.95159], [0.85497, -0.97320, 0.70284], [-0.32080, -1.66135, -1.08548], [0.81854, -0.87840, 1.77782], [-1.23703, 1.73103, -0.49774], [-2.30654, -1.70382, 0.14905], [0.39311, 2.40180, -0.67810], [-0.21243, 1.68073, -0.13056]], "atomic_forces_ev_per_a": [[1.8, -1.0, 2.3], [-0.2, 0.4, 0.1], [1.5, 2.6, -1.0], [1.1, -0.1, 0.5], [0.0, 0.1, -0.1], [0.4, -2.2, -0.3], [0.3, 0.5, -0.3], [-0.1, -0.1, 0.0], [-5.6, -0.7, -1.1], [0.1, 0.1, -0.3], [0.3, 0.4, -0.1], [0.0, 0.0, -0.1], [0.1, 0.0, 0.1], [0.0, 0.1, 0.0], [0.1, 0.0, 0.3]], "lowdin_charge": [-0.259, 0.052, 0.040, -0.295, 0.081, -0.111, 0.115, 0.082, -0.169, 0.135, 0.130, 0.076, 0.080, 0.078, -0.038]}

---

[7]
{"formula": "C5H8N2", "method": "ωB97M-V with the def2-TZVPD basis set", "homo_energy_ev": -10.24, "gap_ha": 0.40674, "spin_multiplicity": 1, "species": ["N", "C", "H", "H", "H", "H", "C", "H", "C", "H", "C", "N", "H", "H", "C"], "coordinates": [[0.74533, 0.45346, 2.62824], [0.80402, 0.16519, 1.50994], [2.95536, -0.45838, -0.15587], [-1.99984, 0.76718, -1.64397], [-1.35279, 1.78775, -0.28421], [-2.35015, -1.12340, 0.01529], [-0.36797, -0.26788, -0.65709], [-0.28811, -0.85105, -1.58477], [0.93845, -0.38168, 0.13185], [-1.54189, -0.10974, 1.28154], [-1.62835, -0.34857, 0.21212], [2.15603, 0.01787, -0.56219], [2.33687, 1.01367, -0.48948], [1.02574, -1.46302, 0.31657], [-1.43270, 0.79860, -0.71798]], "atomic_forces_ev_per_a": [[0.1, 0.0, -1.0], [0.2, 0.1, 0.9], [-0.1, 0.1, -0.1], [0.1, 0.2, 0.1], [0.3, -0.1, 0.0], [-0.2, 0.0, -0.2], [-0.1, -0.3, 0.6], [-0.3, 0.0, 0.6], [-0.1, 0.0, 0.1], [0.2, -0.2, -0.6], [0.0, -0.4, -0.2], [0.0, 0.1, 0.1], [-0.2, -0.1, -0.1], [0.1, 0.2, -0.1], [0.0, 0.3, -0.1]], "lowdin_charge": [0.151, -0.191, 0.079, 0.101, 0.102, 0.094, -0.235, 0.141, -0.370, 0.096, -0.128, 0.046, 0.081, 0.152, -0.118]}

---

[8]
{"formula": "C5H8N2", "method": "ωB97M-V with the def2-TZVPD basis set", "homo_energy_ev": -7.67, "gap_ha": 0.29385, "spin_multiplicity": 1, "species": ["H", "C", "N", "H", "C", "H", "C", "H", "N", "C", "H", "H", "H", "H", "C"], "coordinates": [[-0.69615, -0.51608, -1.56960], [-0.13061, -0.69698, -0.64958], [0.30971, 0.57350, -0.05938], [0.25264, 2.62819, 0.30614], [-0.92322, -1.54981, 0.36267], [-1.25206, 1.76472, 0.71777], [1.15070, -1.51851, -0.78535], [2.15605, 1.16041, 0.73398], [2.10909, -0.78866, -0.13235], [-0.42241, 1.82075, 0.00573], [-0.82521, 2.07179, -0.98167], [-1.62126, -0.94786, 0.94778], [-0.22949, -2.05111, 1.04496], [-1.46426, -2.33508, -0.16563], [1.58649, 0.38471, 0.22454]], "atomic_forces_ev_per_a": [[0.2, -0.1, 0.1], [0.0, -0.1, -0.1], [0.4, -0.2, 0.1], [-0.1, -0.2, 0.0], [-0.1, 0.0, 0.1], [0.1, 0.0, -0.1], [0.1, 0.4, 0.2], [0.0, 0.0, -0.1], [-0.1, -0.1, -0.3], [-0.1, 0.1, 0.0], [0.1, -0.1, 0.1], [0.0, 0.0, -0.1], [-0.1, 0.1, 0.0], [0.0, 0.1, 0.0], [-0.2, 0.2, 0.0]], "lowdin_charge": [0.141, -0.368, -0.114, 0.091, -0.064, 0.089, -0.051, 0.134, -0.001, -0.026, 0.094, 0.072, 0.076, 0.079, -0.155]}